Formula: C31H23BrClIrN5O
Source: OMol25
Level of theory: wB97M-V/def2-TZVPD

Structure (XYZ):
```
63
Properties=species:S:1:pos:R:3:forces:R:3
Ir -0.205200 0.732900 -0.416400 -0.03 -0.14 -0.51
N -1.798800 -0.945700 0.603200 0.55 0.08 0.07
C -3.100200 -0.461300 0.307400 -0.56 0.02 -0.12
C -4.227600 -1.251300 0.297100 0.49 0.36 0.07
C -5.497500 -0.673200 0.142600 -0.21 0.28 -0.11
C -5.646900 0.684500 0.049300 0.03 -0.21 0.04
C -4.510800 1.521600 0.019900 0.41 -0.29 -0.08
C -4.582700 2.925700 -0.045500 0.35 0.02 -0.01
C -3.421600 3.653100 -0.102600 -0.21 -0.14 0.08
C -2.198600 2.980000 -0.190600 -0.10 0.33 -0.08
N -2.098600 1.666600 -0.154800 0.59 -0.26 -0.03
C -3.218900 0.929400 0.052600 -0.79 -0.43 0.03
H -1.490000 -0.610600 1.513400 -0.16 -0.16 0.05
H -1.763700 -1.960300 0.602400 0.12 0.09 -0.10
H -4.151000 -2.318600 0.446500 0.08 -0.09 0.07
H -6.364000 -1.315700 0.137700 -0.09 -0.03 0.01
H -6.626600 1.135400 -0.014400 -0.06 -0.01 0.03
H -5.547600 3.407800 -0.032000 -0.11 0.09 -0.03
H -3.436600 4.728800 -0.107700 0.04 0.15 -0.05
H -1.285600 3.550100 -0.299800 0.07 -0.06 -0.09
Br 7.378000 -7.139200 1.381100 -0.09 0.59 0.21
C 6.925800 -5.371200 1.893100 0.03 -0.38 -0.13
C 5.738800 -5.148500 2.599500 0.05 -0.09 -0.07
C 5.366100 -3.875500 2.935500 0.05 0.38 0.08
C 6.157500 -2.771100 2.513700 0.42 -1.32 -0.29
C 7.367000 -3.017800 1.814700 -0.11 0.13 0.06
C 7.753400 -4.302100 1.531400 -0.11 -0.20 0.05
N 5.747900 -1.527000 2.668400 0.05 0.52 -0.62
N 4.804800 -1.004800 3.312100 0.53 -0.03 2.06
C 3.787900 -0.299100 2.858400 -0.93 0.28 -1.09
C 2.843100 0.220200 3.776100 -0.15 -0.02 0.23
C 1.669000 0.790400 3.360200 0.21 -0.08 -0.07
C 1.310500 0.775700 1.992900 -0.08 -0.03 -0.18
O 0.176200 1.212900 1.552800 -0.11 -0.18 0.39
C 2.237900 0.252500 1.046700 0.64 -0.34 -0.27
N 1.828400 0.196700 -0.255000 -0.32 0.01 0.48
C 2.716800 -0.138300 -1.182900 0.02 0.04 -0.27
C 4.042100 -0.422000 -0.889500 0.15 0.04 0.52
C 4.459900 -0.436300 0.434200 0.00 -0.05 -0.64
C 3.539100 -0.155600 1.436800 -0.60 0.49 -0.09
H 5.096500 -5.975600 2.860200 0.05 -0.11 0.06
H 4.457100 -3.678900 3.483300 -0.09 -0.04 0.05
H 7.977000 -2.178700 1.517800 0.09 0.07 -0.01
H 8.685500 -4.495600 1.025200 0.06 0.01 -0.09
H 3.056700 0.141000 4.830000 0.13 0.00 0.08
H 0.968800 1.212000 4.064100 -0.05 0.04 0.12
H 2.371100 -0.159100 -2.205700 -0.09 0.00 -0.05
H 4.731700 -0.626900 -1.690100 0.05 -0.04 -0.11
H 5.494300 -0.633500 0.679600 -0.06 -0.02 -0.10
Cl -0.106900 2.379700 -2.652200 -0.17 0.70 -0.02
C 0.334100 1.163400 -3.795500 0.30 -0.98 -0.17
C 0.779200 1.525600 -5.049800 0.00 0.04 -0.03
C 1.218700 0.534600 -5.914900 0.06 -0.06 0.19
C 1.280900 -0.786800 -5.488900 0.09 0.18 -0.18
C 0.836100 -1.136500 -4.229200 -0.29 0.32 0.26
C 0.283200 -0.173200 -3.370100 0.39 0.47 -0.67
C -0.410100 -0.543900 -2.131500 -0.34 0.24 1.06
H 0.790900 2.562600 -5.344000 -0.01 0.12 -0.04
H 1.548100 0.805000 -6.904200 0.06 0.02 -0.13
H 1.676200 -1.541600 -6.150900 0.01 -0.08 -0.05
H 0.878000 -2.168700 -3.912400 -0.10 -0.10 0.05
H -0.185100 -1.578300 -1.872800 -0.13 0.02 0.16
H -1.493000 -0.436700 -2.276900 0.00 -0.14 0.02
```
Positions in Å, forces in eV/Å.

Calculated values
Total charge: +2
ΔE to the lowest compared entry with this formula, charge and spin (eV): 1.458
LUMO level (alpha / beta) (Eh): -0.2243 / -0.3294
Energy (eV): -127404.2334
Multiplicity: 6